{"formula": "C60H55AsIN6O4PReS", "method": "wB97M-V/def2-TZVPD", "e_tot_ev": -171427.7352, "e_lumo_ev": [-6.037, -5.756], "multiplicity": 2, "s_squared": 0.756, "orbital_gap_ha": [0.23870, 0.24953], "charge": 2, "largest_force_ha_per_bohr": 0.013, "symbols": ["C", "C", "C", "C", "C", "H", "C", "H", "C", "C", "H", "N", "C", "O", "P", "C", "C", "C", "H", "H", "C", "C", "As", "C", "H", "C", "C", "H", "H", "C", "I", "C", "H", "C", "C", "C", "H", "C", "H", "C", "C", "H", "C", "H", "C", "N", "H", "H", "H", "C", "C", "C", "C", "H", "H", "O", "H", "C", "O", "H", "H", "C", "C", "C", "C", "S", "C", "H", "N", "H", "C", "H", "H", "H", "C", "H", "H", "C", "H", "H", "C", "H", "C", "H", "H", "C", "H", "C", "C", "H", "H", "H", "H", "H", "C", "C", "H", "H", "H", "H", "C", "H", "C", "H", "H", "H", "N", "H", "C", "C", "H", "C", "O", "Re", "C", "H", "C", "C", "C", "N", "C", "C", "H", "C", "H", "H", "H", "H", "N", "C"], "xyz": [[-0.3145, -1.3073, 2.4970], [2.6728, 4.2474, -1.1403], [2.9369, 2.9446, -1.5390], [6.0765, 0.2932, 2.9319], [3.7840, -2.8084, -1.9495], [-5.2394, -1.7486, -2.6444], [6.8646, 0.0517, -3.3127], [0.4624, 3.1661, -3.8907], [-0.9612, -4.2800, 4.5460], [-0.1197, -2.6059, 2.8985], [7.3338, -0.1742, -4.2594], [-1.3215, -0.9529, -1.6072], [0.6003, -2.5939, 5.2577], [-0.7807, 2.7864, -1.8303], [0.5924, -2.9502, -0.9689], [0.5673, -4.7302, 1.7374], [4.9307, 0.0066, -1.8836], [-3.7424, 0.4073, 1.6074], [4.8326, -2.6018, -1.7523], [-0.3008, -5.3408, 1.4917], [2.4969, 0.4821, -1.2086], [-3.8323, 1.9990, -4.4876], [4.4548, -0.5993, 3.4586], [-3.1620, 0.8421, -4.1324], [4.1419, -2.7740, 4.6472], [-2.0694, 0.6512, 5.1631], [-4.4650, -3.2876, -6.1000], [3.4507, -3.6176, -1.3034], [1.2985, 1.3287, 0.9537], [-0.9998, -4.7858, 5.8360], [-7.4032, -2.7592, 1.2978], [0.1926, -2.4716, 0.7321], [7.5429, 1.4944, -0.3271], [-6.0647, -0.1283, 1.9528], [-0.2425, -4.1947, 6.8366], [5.6551, 0.6496, -0.8827], [0.6614, 3.6570, 1.5265], [-4.5550, -1.7937, 1.0725], [-4.3789, -2.7976, 0.7111], [-5.7801, -3.0812, -5.7092], [0.1500, 0.9288, 3.5174], [-7.0847, -2.3654, -4.1646], [-1.5545, -4.2829, -2.9815], [5.4855, -2.8651, 3.4863], [3.7402, 0.4690, 4.8915], [-0.1266, -1.2396, 1.1272], [1.0505, 0.9965, 2.9215], [-7.0563, 0.1649, 2.2664], [2.7737, 0.0707, 5.1955], [-5.0264, -2.1851, -3.6121], [-6.0603, -2.5280, -4.4679], [-3.6948, 1.2445, -1.8243], [-3.0816, 0.4596, -2.7922], [-4.8295, 3.0117, -1.4167], [-4.9509, 3.6912, -3.7904], [0.0925, 1.2296, -3.2056], [-3.6849, 0.9289, -0.7924], [-3.4275, -2.9444, -5.2480], [-1.6274, 1.2768, 0.7658], [-2.6930, 0.2328, -4.8941], [-0.2803, -4.5849, 7.8437], [1.7241, -1.5655, -1.2812], [-3.5164, -0.8841, 1.1408], [-5.0176, 0.7748, 2.0287], [-1.2721, 1.7818, 5.2584], [3.1224, -0.8922, 1.8675], [3.5243, -0.3248, -1.6256], [6.7400, 0.3907, 3.7896], [0.2108, -3.3189, 1.7785], [3.5474, 2.7477, -2.4103], [0.5572, -3.0978, 6.5465], [-2.4015, -3.0810, -5.5674], [3.6098, 1.4925, 4.5410], [-4.2470, -3.7077, -7.0713], [1.5798, 2.1626, 0.2892], [1.6524, 5.5317, 0.2409], [-2.5374, -4.6434, -3.2730], [-2.6261, -2.0078, -3.0772], [-1.6283, -5.6354, 6.0612], [3.6596, -3.0907, -2.9936], [2.3772, 1.8907, -0.8303], [5.7265, -2.0651, 5.0617], [-4.3589, 2.4082, -2.1806], [1.3477, -4.8841, 0.9953], [5.1664, 0.8695, 0.0583], [-4.4275, 2.7879, -3.5108], [6.5613, -0.2991, 2.1567], [1.2997, 3.4654, 0.6739], [1.8556, 4.5098, -0.0466], [0.4622, 2.7978, 4.5157], [3.0966, 5.0703, -1.6990], [4.4322, 0.4537, 5.7322], [-5.1818, 1.7763, 2.4023], [1.2182, -1.7369, 5.0199], [-1.7656, -0.3352, 4.2399], [-0.1636, 1.9190, 4.4342], [0.7981, 1.8152, -5.0187], [-1.5770, -4.7281, 3.7759], [-0.8684, -4.3884, -3.8200], [-0.8856, 2.3176, -4.6820], [7.5850, 0.6902, -2.3133], [8.6190, 0.9569, -2.4814], [-3.7046, -2.3964, -3.9981], [5.8294, 1.2796, 2.5417], [0.9427, -5.0198, 2.7156], [-2.5298, -1.1927, 0.8362], [3.0167, -1.6073, -1.6502], [4.9685, -0.7632, -3.8907], [-0.6574, -0.2003, 3.4048], [-0.3456, 1.6787, -2.0270], [-2.3909, -1.2163, 4.1618], [6.9795, 0.9924, -1.1015], [-2.7383, 2.4683, 2.2701], [-0.4333, 0.4399, -0.3546], [-2.3876, -0.7980, -2.4751], [-1.5130, 2.5550, 5.9744], [-0.1571, -3.1830, 4.2487], [-2.6927, 1.4555, 1.6486], [-0.8972, -2.2221, -1.7227], [-1.6782, -2.8809, -2.5971], [-5.8328, -1.4078, 1.4638], [0.1156, 2.2077, -4.2707], [-6.5880, -3.3482, -6.3757], [5.5373, -0.2876, -3.1015], [-2.9341, 0.5405, 5.8030], [-1.1917, -4.8606, -2.1355], [-3.8881, 2.2887, -5.5279], [1.1451, -2.6353, 7.3269], [1.3807, -0.3036, -1.0402], [5.0174, -2.2556, 4.2580]], "forces_ev_per_angstrom": [[0.025, 0.032, -0.118], [0.012, -0.006, 0.011], [-0.035, -0.033, -0.039], [0.025, -0.029, -0.033], [0.044, -0.087, 0.014], [-0.004, 0.006, 0.029], [-0.009, -0.006, 0.008], [0.011, -0.002, -0.012], [-0.012, 0.009, 0.000], [0.056, -0.002, 0.053], [0.017, -0.007, -0.032], [-0.015, -0.155, 0.023], [0.047, -0.011, -0.002], [-0.082, -0.071, 0.159], [-0.063, -0.006, 0.003], [0.072, -0.079, 0.000], [0.025, 0.030, 0.009], [-0.007, 0.004, 0.071], [-0.030, -0.032, 0.004], [0.025, -0.004, 0.012], [-0.116, -0.022, -0.075], [-0.006, 0.028, 0.012], [0.023, -0.042, -0.046], [0.025, 0.034, 0.026], [0.017, 0.016, -0.015], [-0.026, 0.019, 0.003], [0.011, 0.003, 0.009], [0.015, 0.010, -0.031], [0.065, 0.060, -0.070], [0.012, 0.005, 0.011], [-0.011, -0.011, 0.010], [0.088, 0.098, -0.017], [0.019, 0.019, 0.025], [0.002, -0.027, -0.014], [-0.003, 0.001, -0.004], [0.004, 0.035, -0.019], [-0.025, -0.016, 0.004], [-0.050, 0.009, -0.005], [0.003, -0.018, -0.008], [-0.009, 0.000, -0.003], [0.016, -0.057, -0.009], [-0.032, 0.008, 0.006], [-0.004, -0.070, 0.019], [-0.019, 0.011, 0.027], [-0.050, 0.036, -0.013], [0.002, -0.042, -0.027], [0.049, 0.011, -0.023], [-0.020, 0.006, -0.003], [0.017, 0.001, -0.010], [0.004, -0.003, -0.025], [0.012, -0.002, 0.011], [-0.042, -0.031, 0.035], [-0.007, 0.061, 0.001], [-0.012, 0.016, 0.011], [-0.008, 0.030, -0.008], [0.152, 0.095, 0.062], [-0.006, -0.015, -0.012], [-0.003, 0.024, -0.012], [0.024, -0.191, 0.358], [0.012, -0.037, -0.018], [0.004, -0.018, 0.028], [-0.086, 0.106, -0.142], [-0.025, 0.043, 0.028], [0.047, -0.004, 0.021], [0.006, 0.020, -0.016], [-0.030, -0.025, 0.006], [-0.086, 0.090, 0.135], [0.008, 0.014, 0.019], [-0.067, 0.093, -0.136], [0.031, 0.001, -0.015], [-0.008, -0.010, -0.005], [0.027, -0.010, 0.000], [0.000, -0.042, -0.005], [0.006, -0.014, -0.034], [-0.244, -0.172, 0.035], [-0.005, 0.023, -0.007], [0.028, -0.011, 0.006], [-0.038, 0.003, 0.055], [-0.025, -0.026, 0.014], [0.017, -0.010, 0.010], [0.103, -0.074, 0.037], [0.007, 0.009, 0.016], [0.017, -0.027, 0.014], [-0.030, -0.015, 0.029], [-0.007, -0.011, 0.022], [0.009, -0.014, -0.016], [-0.017, 0.031, 0.003], [0.022, -0.006, -0.045], [-0.022, 0.039, 0.006], [0.024, 0.019, 0.004], [0.016, 0.021, -0.013], [0.002, 0.015, 0.015], [0.001, 0.016, 0.002], [0.004, 0.019, -0.018], [-0.031, 0.022, -0.052], [-0.010, 0.024, 0.007], [-0.028, -0.001, 0.007], [-0.013, -0.007, -0.027], [-0.011, -0.020, 0.000], [-0.001, 0.039, 0.009], [0.008, 0.004, -0.010], [0.022, 0.006, -0.006], [-0.011, 0.017, 0.002], [-0.004, -0.027, 0.009], [-0.002, 0.004, -0.040], [0.076, -0.011, -0.061], [-0.118, 0.102, -0.029], [-0.015, -0.022, -0.024], [-0.083, 0.064, -0.045], [0.251, -0.381, -0.260], [-0.003, -0.011, -0.004], [-0.014, -0.012, 0.003], [0.000, -0.197, 0.028], [-0.463, 0.453, 0.035], [-0.062, -0.026, -0.046], [-0.007, 0.021, 0.010], [-0.018, 0.034, 0.070], [0.039, 0.288, -0.086], [0.085, -0.025, -0.041], [0.096, 0.187, 0.044], [-0.003, -0.004, -0.002], [-0.002, -0.030, -0.008], [-0.023, -0.007, -0.019], [0.015, 0.009, 0.010], [-0.009, -0.004, 0.018], [-0.002, -0.006, -0.030], [-0.015, 0.006, -0.025], [0.015, 0.017, 0.031], [0.451, -0.143, 0.169], [-0.025, -0.038, -0.012]]}